Record 1
{"formula": "C3H3NO", "method": "ωB97M-V with the def2-TZVPD basis set", "elements": ["N", "C", "C", "C", "O", "H", "H", "H"], "coordinates": [[-0.91963, 1.74536, 1.77194], [-0.57280, 1.09971, 0.87883], [-0.12899, 0.31301, -0.26609], [0.91732, -0.71227, -0.10212], [-0.71377, -0.95045, -0.45404], [-0.19048, 0.84786, -1.21006], [1.48894, -0.85550, -1.03243], [0.11941, -1.48773, 0.41396]], "forces_ev_per_angstrom": [[0.332, -0.601, -0.817], [-0.436, 0.618, 0.849], [-0.422, 0.266, -0.089], [-1.339, -0.759, -0.432], [-0.586, 0.556, -0.906], [0.363, 0.227, 0.154], [-0.168, -0.307, 0.542], [2.256, 0.000, 0.699]], "total_energy_ha": -245.93669, "e_homo_ha": -0.3976, "orbital_gap_ev": 11.22, "relative_energy_kcal_mol": 97.2, "spin_multiplicity": 1}

---

Record 2
{"formula": "C3H3NO", "method": "ωB97M-V with the def2-TZVPD basis set", "elements": ["O", "C", "C", "C", "N", "H", "H", "H"], "coordinates": [[0.31175, -1.68763, 0.51001], [0.20431, -0.40599, 0.57529], [0.65895, 0.20145, -0.67128], [-1.18574, 0.30531, 0.31537], [-2.22241, 0.78465, 0.09824], [0.54378, 0.10883, 1.49664], [0.37989, -0.34865, -1.56611], [1.33230, 1.05607, -0.76499]], "forces_ev_per_angstrom": [[0.189, -0.939, 0.062], [-1.107, 2.109, -0.035], [0.881, -0.033, -0.773], [-1.095, -0.316, 0.508], [1.027, -0.318, 0.101], [0.154, -0.358, -0.157], [0.047, 0.137, 0.136], [-0.095, -0.281, 0.159]], "total_energy_ha": -245.92375, "e_homo_ha": [-0.4076, -0.3450], "orbital_gap_ev": [9.41, 6.73], "relative_energy_kcal_mol": 105.3, "spin_multiplicity": 1}

---

Record 3
{"formula": "C3H3NO", "method": "ωB97M-V with the def2-TZVPD basis set", "elements": ["C", "C", "C", "N", "O", "H", "H", "H"], "coordinates": [[-2.95762, -0.90814, 0.19536], [0.69375, -0.07833, 0.62417], [1.05505, -1.06192, -0.20449], [-3.46224, -0.25950, 0.96433], [1.28840, -1.90601, -0.94413], [-2.64561, -1.76385, -0.33211], [0.41826, 0.74668, 0.11991], [0.83245, -0.09461, 1.70142]], "forces_ev_per_angstrom": [[0.554, -1.893, -0.947], [1.434, -3.444, 0.568], [-0.710, 1.453, 1.924], [-1.039, 2.059, 1.647], [0.330, -0.765, -0.714], [0.503, -0.158, -0.690], [-1.050, 2.952, -1.359], [-0.022, -0.205, -0.428]], "total_energy_ha": -246.03454, "e_homo_ha": -0.3467, "orbital_gap_ev": 10.11, "relative_energy_kcal_mol": 35.8, "spin_multiplicity": 1}

---

Record 4
{"formula": "C3H3NO", "method": "ωB97M-V with the def2-TZVPD basis set", "elements": ["C", "C", "C", "N", "O", "H", "H", "H"], "coordinates": [[-0.27778, 0.44892, -0.74490], [-0.17736, 0.41714, 0.68925], [0.07402, -0.83715, 0.02914], [0.98911, 0.86087, -0.00925], [1.54791, -0.51962, 0.02516], [-0.85320, 0.87829, -1.60238], [-0.86431, 0.56838, 1.51233], [-0.43840, -1.81682, 0.10065]], "forces_ev_per_angstrom": [[0.563, 0.150, 0.640], [-1.970, 1.212, 0.205], [1.211, -1.828, -1.550], [-4.176, 12.438, -0.494], [2.216, -12.201, -0.049], [0.747, -0.776, 1.108], [0.509, 0.619, 0.200], [0.899, 0.387, -0.060]], "total_energy_ha": -245.67494, "s_squared": 2.0084, "e_homo_ha": [-0.1542, -0.3793], "orbital_gap_ev": [5.33, 8.16], "relative_energy_kcal_mol": 172.2, "spin_multiplicity": 3}

---

Record 5
{"formula": "C3H3NO2", "method": "ωB97M-V with the def2-TZVPD basis set", "elements": ["C", "C", "N", "C", "O", "O", "H", "H", "H"], "coordinates": [[0.01971, 0.59819, 1.27614], [-0.30931, -1.24808, -1.35602], [0.48756, -0.52319, -0.64688], [0.58006, 1.67073, 0.81453], [0.11509, -0.64480, 0.69631], [1.06038, 2.67595, 0.43392], [-0.61499, 0.58038, 2.14627], [-1.14056, -1.82400, -0.91452], [-0.19793, -1.28518, -2.44974]], "forces_ev_per_angstrom": [[-0.598, -0.861, 0.660], [0.533, 0.500, 0.336], [-1.390, -0.965, -1.468], [1.140, 2.266, -0.717], [-0.033, -0.614, 0.047], [-0.616, -1.181, 0.415], [0.129, 0.369, 0.093], [0.507, 0.337, -0.016], [0.330, 0.149, 0.650]], "total_energy_ha": -321.21256, "e_homo_ha": -0.3120, "orbital_gap_ev": 9.06, "relative_energy_kcal_mol": 103.6, "spin_multiplicity": 1}

---

Record 6
{"formula": "C3H3NO2", "method": "ωB97M-V with the def2-TZVPD basis set", "elements": ["O", "C", "N", "O", "C", "C", "H", "H", "H"], "coordinates": [[2.56727, -0.35307, -0.12684], [0.54801, -0.26878, 0.45385], [1.52870, -0.98157, 0.63656], [-1.96288, -1.15024, -0.20384], [-1.73654, 0.03848, -0.13648], [-0.42678, 0.58394, 0.23381], [2.27847, -0.29325, -1.04621], [-2.53458, 0.78846, -0.25873], [-0.26166, 1.63601, 0.44789]], "forces_ev_per_angstrom": [[1.168, -0.707, -0.633], [-0.085, -0.210, 0.395], [-0.333, 1.204, 0.388], [-0.026, 0.512, -0.156], [-0.257, -0.367, -0.253], [-0.034, -0.127, 0.116], [-0.117, -0.091, -0.193], [-0.060, -0.026, -0.135], [-0.256, -0.189, 0.470]], "total_energy_ha": -321.20050, "e_homo_ha": -0.3727, "orbital_gap_ev": 9.43, "relative_energy_kcal_mol": 111.2, "spin_multiplicity": 1}

---

Record 7
{"formula": "C3H3NO2", "method": "ωB97M-V with the def2-TZVPD basis set", "elements": ["C", "O", "C", "O", "C", "N", "H", "H", "H"], "coordinates": [[-0.85043, -0.30441, 0.14028], [-0.41295, 0.81337, -0.53296], [0.97859, 0.87334, -0.55066], [1.52714, 1.78519, -1.08612], [1.59684, -0.35310, 0.18487], [0.48516, -0.95442, 0.53119], [0.25930, -1.79861, 1.02981], [-1.45731, -0.02933, 1.02610], [-1.46590, -0.95370, -0.51472]], "forces_ev_per_angstrom": [[0.615, -0.180, 0.114], [0.013, 0.380, -0.212], [0.355, 0.469, -0.276], [-0.118, -0.572, 0.337], [-1.441, -0.381, 0.199], [-1.819, 0.741, -0.447], [1.311, -0.430, 0.270], [0.526, -0.163, -0.247], [0.559, 0.135, 0.263]], "total_energy_ha": -321.27554, "e_homo_ha": -0.3545, "orbital_gap_ev": 9.69, "relative_energy_kcal_mol": 64.1, "spin_multiplicity": 1}

---

Record 8
{"formula": "C3H3NO2", "method": "ωB97M-V with the def2-TZVPD basis set", "elements": ["O", "C", "C", "O", "C", "N", "H", "H", "H"], "coordinates": [[1.83541, -0.34983, 0.18918], [0.53418, -0.03864, 0.03408], [-0.01592, 1.16324, -0.16472], [-1.38104, 0.99394, -0.31345], [-1.70971, -0.29564, -0.29895], [-0.51774, -0.98503, -0.06235], [1.94957, -1.30576, 0.10904], [0.36367, 2.16659, -0.25354], [-1.05843, -1.34888, 0.76070]], "forces_ev_per_angstrom": [[-0.218, -0.282, 0.133], [-0.424, 0.365, 0.201], [0.287, -0.111, -0.010], [-0.164, 0.128, -0.450], [-0.184, 0.726, -0.319], [-0.793, 0.173, 0.215], [-0.056, 0.107, 0.000], [0.071, -0.161, -0.005], [1.482, -0.946, 0.234]], "total_energy_ha": -321.23974, "e_homo_ha": -0.3451, "orbital_gap_ev": 9.95, "relative_energy_kcal_mol": 86.5, "spin_multiplicity": 1}

---

Record 9
{"formula": "C3H3NO2", "method": "ωB97M-V with the def2-TZVPD basis set", "elements": ["C", "C", "C", "N", "O", "O", "H", "H", "H"], "coordinates": [[0.81427, -1.12568, 0.07407], [0.68958, 0.19363, 0.15245], [-1.55247, 0.56519, -0.25385], [-1.80745, -0.81885, -0.40689], [-0.34951, 1.01362, 0.14181], [-2.41830, -0.18444, 0.62932], [0.81686, -2.05317, -0.30266], [1.42410, 0.90648, 0.55632], [-2.12848, 1.25949, -0.82392]], "forces_ev_per_angstrom": [[-0.526, 4.945, 0.648], [2.560, -1.986, 1.562], [-1.278, -1.381, -0.088], [0.430, -0.098, -0.656], [-2.573, 1.416, -0.330], [0.556, 0.499, 0.641], [-0.079, -2.924, -1.010], [0.894, -1.011, -0.367], [0.017, 0.540, -0.399]], "total_energy_ha": -321.08581, "e_homo_ha": [-0.3272, -0.3480], "orbital_gap_ev": [8.80, 9.39], "relative_energy_kcal_mol": 183.1, "spin_multiplicity": 1}

---

Record 10
{"formula": "C3H3NO2", "method": "ωB97M-V with the def2-TZVPD basis set", "elements": ["C", "C", "C", "H", "H", "H", "N", "O", "O"], "coordinates": [[-1.12400, 0.78285, -0.30129], [0.73835, 0.02103, 0.49764], [0.92163, -1.06517, -0.42560], [-1.72897, 1.54670, -0.80315], [0.22901, -0.25138, 1.37366], [1.66076, 0.31579, 0.80797], [0.91877, -2.18080, -0.89505], [-1.70345, -0.34379, -0.23925], [0.08789, 1.17477, -0.01493]], "forces_ev_per_angstrom": [[-5.387, -2.530, -2.168], [0.047, 0.486, -0.347], [-0.804, -7.329, -2.513], [0.431, 0.554, 0.354], [-0.865, -1.061, 0.986], [2.781, 1.137, 0.786], [0.456, 6.164, 2.113], [3.204, 3.660, 0.709], [0.137, -1.083, 0.079]], "total_energy_ha": -321.29082, "e_homo_ha": -0.4022, "orbital_gap_ev": 11.38, "relative_energy_kcal_mol": 54.5, "spin_multiplicity": 1}